82
Properties=species:S:1:pos:R:3:lowdin_spin:R:1 method="wB97M-V/def2-TZVPD" homo_lumo_gap_ev="4.6994 / 7.1015" largest_force_ev_per_a=0.8 total_charge=0 lumo_energy_ev="0.0 / -0.1" spin_multiplicity=2 s_squared=0.770
Hg 2.905 -1.205 0.407 0.001
C 5.115 -2.181 3.108 0.000
C 4.510 -3.381 2.765 0.000
C 4.708 -3.927 1.503 0.000
C 5.505 -3.264 0.582 0.000
C 6.103 -2.053 0.921 0.000
C 5.912 -1.516 2.185 0.000
H 4.949 -1.748 4.085 0.000
H 3.871 -3.889 3.475 0.000
H 4.229 -4.860 1.236 0.000
H 5.682 -3.700 -0.393 0.000
H 6.743 -1.545 0.210 0.000
H 6.375 -0.574 2.449 0.000
F -1.877 3.880 0.510 -0.008
C -2.119 2.546 0.383 0.026
C -1.060 1.689 0.373 0.161
C -1.276 0.277 0.283 0.093
C -0.162 -0.604 0.224 0.099
O 0.996 -0.111 0.056 0.091
C -0.455 -2.029 0.355 0.003
C -1.745 -2.423 0.299 0.060
N -2.807 -1.571 0.150 0.015
C -4.137 -2.098 0.060 0.003
C -4.881 -1.972 -1.237 0.002
C -4.372 -3.309 -0.783 0.001
C -2.608 -0.201 0.221 0.020
C -3.672 0.686 0.202 0.139
C -3.431 2.091 0.297 0.197
N -4.616 2.936 0.141 0.030
C -5.628 2.800 1.244 0.015
C -7.007 3.194 0.674 0.002
N -6.780 3.892 -0.592 0.004
C -5.832 4.991 -0.426 0.000
C -4.437 4.394 -0.107 0.003
C 0.549 -3.158 0.608 -0.001
O 0.163 -4.305 0.405 0.002
O 1.708 -2.855 1.067 -0.002
H -0.047 2.057 0.447 0.012
H -1.979 -3.474 0.390 0.004
H -4.715 -2.001 0.975 0.001
H -4.364 -1.491 -2.057 0.001
H -5.945 -1.781 -1.203 0.000
H -3.524 -3.724 -1.309 0.000
H -5.078 -4.045 -0.427 0.000
H -4.686 0.328 0.082 0.014
H -5.316 3.459 2.051 0.001
H -5.603 1.778 1.607 0.002
H -7.544 3.805 1.407 0.000
H -7.603 2.306 0.465 0.000
H -7.649 4.210 -0.996 0.000
H -5.121 2.605 -0.693 0.007
H -6.133 5.676 0.376 0.000
H -5.788 5.557 -1.354 0.000
H -4.012 4.836 0.788 0.000
H -3.733 4.521 -0.922 0.000
Cl 2.369 5.960 2.020 0.000
C 2.700 4.248 1.970 0.000
C 2.650 3.508 3.160 0.000
C 2.901 2.166 3.137 0.000
Cl 2.832 1.257 4.610 0.000
C 3.227 1.449 1.935 0.000
O 3.442 0.198 1.989 0.001
C 3.291 2.254 0.751 0.000
C 3.626 1.713 -0.540 0.000
O 3.977 0.569 -0.816 0.000
C 3.011 3.633 0.794 0.000
H 2.413 4.000 4.094 0.000
H 3.564 2.444 -1.367 0.000
H 3.054 4.206 -0.125 0.000
N 3.475 -3.326 -5.728 0.000
C 3.451 -3.019 -4.395 0.000
C 4.459 -2.249 -3.806 0.000
C 4.354 -1.908 -2.477 0.000
N 3.337 -2.282 -1.696 0.000
C 2.388 -3.043 -2.249 0.000
C 2.400 -3.431 -3.570 0.000
H 4.323 -3.181 -6.244 0.000
H 2.851 -4.033 -6.074 0.000
H 5.312 -1.919 -4.385 0.000
H 5.115 -1.300 -2.006 0.000
H 1.593 -3.378 -1.592 0.000
H 1.605 -4.054 -3.959 0.000

77
Properties=species:S:1:pos:R:3:lowdin_spin:R:1 method="wB97M-V/def2-TZVPD" homo_lumo_gap_ev="6.0419 / 6.3479" largest_force_ev_per_a=0.7 total_charge=0 lumo_energy_ev="0.2 / -2.0" spin_multiplicity=5 e_above_lowest_kcal_mol=7.0 s_squared=6.059
Ir -0.060 0.316 -0.072 1.652
C -3.904 0.564 0.716 -0.001
C -3.306 -0.795 0.543 0.006
C -4.007 -1.976 0.761 0.044
C -3.344 -3.189 0.623 -0.001
C -1.999 -3.231 0.302 0.040
C -1.348 -2.010 0.122 0.023
N -2.022 -0.850 0.208 0.076
N -0.026 -1.756 -0.145 0.345
Si 1.179 -2.911 -0.726 0.036
C 1.195 -4.481 0.297 0.006
C 0.761 -3.273 -2.507 0.011
C 2.842 -2.101 -0.545 0.001
H -4.986 0.540 0.602 0.000
H -3.477 1.255 -0.011 0.001
H -3.659 0.941 1.712 -0.001
H -5.053 -1.939 1.031 0.003
H -3.882 -4.116 0.779 -0.001
H -1.471 -4.168 0.212 0.002
H 0.356 -5.150 0.104 0.000
H 1.204 -4.252 1.364 0.000
H 2.108 -5.038 0.069 0.001
H -0.194 -3.797 -2.592 0.000
H 1.527 -3.890 -2.982 0.002
H 0.677 -2.336 -3.064 0.001
H 2.958 -1.747 0.480 0.000
H 2.981 -1.255 -1.220 0.001
H 3.636 -2.829 -0.732 0.000
O -0.441 0.229 -2.604 0.589
C 0.619 0.529 -2.030 0.359
C 1.859 1.055 -2.406 0.108
C 2.345 1.088 -3.745 0.105
C 3.616 1.537 -3.985 0.010
C 4.452 1.995 -2.945 0.150
C 3.970 2.029 -1.646 -0.004
C 2.689 1.573 -1.367 0.132
P 1.764 1.707 0.144 0.052
C 2.844 1.453 1.572 -0.001
C 2.434 1.939 2.813 -0.001
C 3.197 1.694 3.943 0.000
C 4.379 0.974 3.840 -0.001
C 4.806 0.511 2.603 0.000
C 4.042 0.749 1.469 0.000
C 1.236 3.435 0.346 0.033
C 2.194 4.447 0.283 0.004
C 1.818 5.771 0.426 0.002
C 0.483 6.093 0.639 0.001
C -0.472 5.091 0.710 0.002
C -0.098 3.762 0.563 0.021
H 1.714 0.737 -4.551 0.007
H 3.991 1.540 -5.002 -0.003
H 5.454 2.336 -3.163 0.010
H 4.594 2.415 -0.848 -0.003
H 1.508 2.497 2.899 0.000
H 2.862 2.058 4.906 0.000
H 4.971 0.776 4.724 0.000
H 5.736 -0.036 2.518 0.000
H 4.380 0.396 0.505 0.001
H 3.236 4.199 0.118 0.000
H 2.564 6.552 0.373 0.000
H 0.190 7.129 0.753 0.000
H -1.510 5.340 0.886 0.000
H -0.842 2.980 0.650 0.014
Cl 2.292 -3.982 5.801 0.000
C 1.400 -2.720 5.001 0.000
C 0.403 -2.048 5.689 0.000
C -0.283 -1.031 5.048 0.001
C 0.010 -0.688 3.731 0.003
C 1.001 -1.390 3.059 -0.002
C 1.708 -2.402 3.690 0.000
C -0.730 0.487 3.136 0.013
O -1.491 1.126 3.840 0.008
O -0.534 0.799 1.885 0.143
H 0.179 -2.315 6.712 0.000
H -1.052 -0.471 5.564 0.000
H 1.245 -1.137 2.040 -0.001
H 2.502 -2.929 3.179 0.000

85
Properties=species:S:1:pos:R:3:lowdin_charge:R:1 method="wB97M-V/def2-TZVPD" homo_lumo_gap_ev=7.6968 largest_force_ev_per_a=4.5 total_charge=0 lumo_energy_ev=-0.6 smiles="COCc1cccc2c1Sc1c(C[C@@H](C)O)ccc(S(=O)(=O)F)c1N2.O=[N+]([O-])c1ccccc1.O=[N+]([O-])c1ccccc1.O=[N+]([O-])c1ccccc1"
C -5.585 -6.267 0.341 -0.121
O -5.155 -6.396 -1.011 -0.221
C -4.237 -5.340 -1.368 -0.174
C -5.064 -4.010 -1.452 -0.185
C -6.406 -4.077 -2.066 -0.020
C -7.227 -2.872 -2.154 -0.060
C -6.696 -1.636 -1.592 -0.003
C -5.360 -1.543 -0.981 -0.220
C -4.543 -2.756 -0.925 -0.347
S -2.879 -2.593 -0.174 1.032
C -3.174 -1.283 1.066 -0.322
C -2.368 -1.304 2.285 -0.173
C -1.245 -2.320 2.625 -0.100
C -0.007 -2.254 1.600 -0.389
C 0.241 -3.686 0.984 -0.076
O -0.197 -1.248 0.594 -0.099
C -2.662 -0.248 3.281 -0.007
C -3.704 0.731 3.007 -0.046
C -4.481 0.752 1.763 -0.179
S -5.764 1.988 1.454 0.732
O -7.118 1.479 1.515 -0.265
O -5.538 2.502 0.108 -0.299
F -5.542 3.226 2.521 -0.206
C -4.204 -0.297 0.749 -0.191
N -4.990 -0.237 -0.465 0.035
H -6.171 -7.203 0.574 0.100
H -6.285 -5.409 0.528 0.093
H -4.730 -6.197 1.080 0.099
H -3.542 -5.221 -0.479 0.092
H -3.657 -5.579 -2.293 0.139
H -6.764 -5.060 -2.448 0.116
H -8.231 -2.943 -2.625 0.099
H -7.315 -0.710 -1.638 0.112
H -1.594 -3.382 2.714 0.120
H -0.812 -2.020 3.621 0.114
H 0.949 -1.983 2.142 0.143
H 0.302 -4.402 1.848 0.087
H -0.572 -4.028 0.294 0.050
H 1.215 -3.751 0.424 0.072
H 0.002 -1.687 -0.255 0.059
H -2.105 -0.215 4.246 0.112
H -3.908 1.495 3.797 0.109
H -4.431 0.299 -1.137 0.149
C -2.643 5.861 2.324 -0.064
C -3.025 4.840 1.463 -0.059
C -2.096 4.271 0.603 0.011
C -0.785 4.730 0.619 -0.143
C -0.395 5.756 1.470 -0.007
C -1.331 6.322 2.325 -0.068
N 0.207 4.114 -0.270 -0.343
O -0.171 3.230 -1.017 0.083
O 1.357 4.520 -0.207 0.059
H -3.370 6.300 2.999 0.109
H -4.048 4.485 1.465 0.077
H -2.405 3.475 -0.063 0.119
H 0.624 6.119 1.481 0.117
H -1.037 7.121 2.995 0.107
C 4.124 2.214 -1.750 -0.071
C 4.526 1.419 -2.817 -0.071
C 4.064 0.116 -2.926 -0.006
C 3.197 -0.378 -1.962 -0.139
C 2.796 0.406 -0.887 0.017
C 3.264 1.707 -0.784 -0.063
N 2.685 -1.745 -2.084 -0.326
O 3.064 -2.414 -3.026 0.091
O 1.898 -2.133 -1.233 0.043
H 4.483 3.234 -1.671 0.112
H 5.199 1.819 -3.567 0.107
H 4.382 -0.495 -3.761 0.119
H 2.122 0.020 -0.130 0.111
H 2.957 2.329 0.047 0.102
C 11.149 2.173 -1.173 -0.074
C 10.260 2.864 -0.357 -0.067
C 8.995 2.348 -0.114 -0.003
C 8.633 1.138 -0.691 -0.145
C 9.510 0.445 -1.513 -0.002
C 10.773 0.968 -1.753 -0.067
N 7.305 0.577 -0.417 -0.343
O 6.553 1.221 0.293 0.073
O 7.032 -0.502 -0.912 0.077
H 12.139 2.576 -1.356 0.107
H 10.556 3.804 0.093 0.108
H 8.310 2.893 0.522 0.119
H 9.228 -0.497 -1.967 0.120
H 11.468 0.434 -2.390 0.109

83
Properties=species:S:1:pos:R:3:lowdin_charge:R:1 method="wB97M-V/def2-TZVPD" homo_lumo_gap_ev=7.9217 largest_force_ev_per_a=0.3 total_charge=+2 lumo_energy_ev=-4.7 e_above_lowest_kcal_mol=0.0
Sn -0.349 -0.301 -0.744 1.289
C -1.755 5.905 -2.907 -0.030
C -1.887 4.512 -2.359 -0.244
C -2.723 3.570 -2.956 -0.005
C -2.825 2.280 -2.462 -0.037
C -2.126 1.880 -1.327 -0.285
N -2.198 0.555 -0.806 -0.069
C -3.367 0.158 -0.117 -0.186
C -4.523 0.944 -0.182 -0.002
C -5.698 0.594 0.455 -0.015
C -5.788 -0.557 1.225 -0.259
C -7.047 -0.926 1.959 -0.032
C -4.640 -1.319 1.336 0.024
C -3.454 -0.994 0.678 -0.100
N -2.342 -1.877 0.917 -0.040
C -2.408 -3.113 1.440 -0.002
C -1.154 -3.484 1.871 0.008
C -0.341 -2.409 1.555 -0.117
N -1.054 -1.429 0.984 -0.030
C -1.288 2.830 -0.735 -0.126
C -1.155 4.113 -1.247 0.041
N -0.529 2.493 0.431 -0.044
C -0.329 3.240 1.527 0.001
C 0.580 2.586 2.335 0.003
C 0.902 1.424 1.647 -0.092
N 0.239 1.376 0.490 -0.028
H -2.524 6.110 -3.649 0.085
H -1.840 6.648 -2.115 0.091
H -0.783 6.043 -3.384 0.091
H -3.301 3.852 -3.827 0.125
H -3.478 1.565 -2.947 0.135
H -4.510 1.864 -0.743 0.106
H -6.558 1.245 0.357 0.126
H -7.927 -0.572 1.424 0.086
H -7.137 -2.004 2.080 0.084
H -7.062 -0.476 2.953 0.093
H -4.667 -2.179 1.990 0.117
H -3.336 -3.655 1.480 0.141
H -0.869 -4.417 2.321 0.125
H 0.726 -2.313 1.660 0.122
H -0.470 4.806 -0.774 0.134
H -0.852 4.172 1.658 0.149
H 0.945 2.905 3.295 0.118
H 1.569 0.625 1.922 0.117
N 3.847 -3.988 -6.375 0.145
C 3.165 -3.700 -5.242 -0.293
C 2.195 -2.678 -5.226 -0.009
C 1.517 -2.378 -4.070 -0.049
C 1.792 -3.088 -2.902 -0.315
C 2.749 -4.107 -2.898 -0.050
C 3.426 -4.406 -4.052 -0.001
S 0.957 -2.761 -1.433 0.698
O -0.414 -2.230 -1.776 -0.371
O 1.010 -3.893 -0.573 -0.236
N 1.473 -1.364 -0.739 -0.190
C 2.818 -1.152 -0.441 -0.454
N 3.151 0.102 -0.144 0.105
C 4.442 0.307 0.126 -0.096
C 5.381 -0.707 0.078 -0.026
C 4.912 -1.963 -0.269 -0.076
N 3.628 -2.197 -0.527 0.147
H 3.554 -3.601 -7.255 0.111
H 4.429 -4.806 -6.417 0.114
H 1.969 -2.144 -6.141 0.116
H 0.750 -1.617 -4.080 0.091
H 2.944 -4.654 -1.986 0.120
H 4.162 -5.200 -4.055 0.124
H 4.722 1.322 0.383 0.120
H 6.423 -0.528 0.297 0.114
H 5.580 -2.813 -0.341 0.125
N 1.244 2.064 -6.351 0.176
C 0.900 1.584 -5.149 -0.284
C 1.782 1.649 -4.050 0.025
C 1.391 1.144 -2.842 -0.094
N 0.182 0.581 -2.645 -0.069
C -0.668 0.507 -3.689 -0.135
C -0.357 0.981 -4.930 0.021
H 2.131 2.513 -6.499 0.124
H 0.602 2.041 -7.125 0.124
H 2.763 2.093 -4.153 0.127
H 2.051 1.175 -1.983 0.100
H -1.624 0.038 -3.495 0.127
H -1.078 0.894 -5.731 0.131

79
Properties=species:S:1:pos:R:3:lowdin_charge:R:1 method="wB97M-V/def2-TZVPD" homo_lumo_gap_ev=6.1145 largest_force_ev_per_a=3.0 total_charge=-2 lumo_energy_ev=3.6 e_above_lowest_kcal_mol=32.7
Pb 1.674 4.485 -3.142 0.610
Te -3.167 0.475 1.263 1.116
C -4.323 -0.182 3.025 -0.513
C -4.246 -1.532 3.351 -0.161
C -4.857 -2.015 4.518 -0.161
N -5.563 -1.254 5.353 0.020
C -5.754 0.001 5.009 -0.173
C -5.124 0.573 3.850 -0.129
C -1.788 -1.154 1.333 -1.069
P -0.251 -0.809 2.215 0.839
C -0.792 0.151 3.717 -0.403
C -0.272 1.454 3.853 -0.139
C -0.679 2.290 4.820 -0.130
C -1.563 1.823 5.719 -0.139
C -2.133 0.579 5.706 -0.071
C -1.609 -0.322 4.737 -0.082
C -0.017 -2.458 3.026 -0.396
C 1.178 -2.625 3.782 -0.109
C 1.424 -3.834 4.454 -0.121
C 0.519 -4.896 4.402 -0.110
C -0.690 -4.718 3.673 -0.086
C -0.927 -3.527 2.983 -0.123
P -1.210 -1.993 -0.157 0.871
C -0.737 -0.923 -1.619 -0.369
C 0.633 -0.598 -1.864 -0.103
C 0.987 0.136 -2.981 -0.112
C 0.006 0.614 -3.844 -0.119
C -1.343 0.444 -3.563 -0.095
C -1.687 -0.314 -2.442 -0.130
C -2.720 -2.774 -0.903 -0.361
C -3.975 -2.755 -0.252 -0.116
C -5.097 -3.237 -0.858 -0.103
C -4.981 -3.845 -2.072 -0.138
C -3.792 -3.934 -2.733 -0.131
C -2.659 -3.413 -2.172 -0.117
H -3.519 -2.130 2.817 0.043
H -4.783 -3.065 4.820 0.100
H -6.386 0.633 5.631 0.090
H -5.142 1.643 3.726 0.082
H 0.422 1.829 3.122 0.088
H -0.182 3.229 5.030 0.106
H -1.777 2.487 6.523 0.088
H -2.919 0.284 6.370 0.092
H -2.065 -1.380 4.735 0.124
H 1.883 -1.767 3.755 0.096
H 2.402 -4.143 4.875 0.096
H 0.814 -5.836 4.766 0.066
H -1.452 -5.457 3.482 0.086
H -1.849 -3.383 2.385 0.074
H 1.404 -0.997 -1.254 0.078
H 2.047 0.305 -3.096 0.095
H 0.326 1.146 -4.751 0.089
H -2.156 0.817 -4.254 0.118
H -2.764 -0.435 -2.147 0.108
H -3.970 -2.284 0.694 0.018
H -6.069 -3.101 -0.429 0.098
H -5.853 -4.312 -2.514 0.093
H -3.697 -4.525 -3.655 0.104
H -1.710 -3.411 -2.762 0.117
S 5.012 6.083 -6.400 -0.254
Sb 2.767 5.754 -6.378 -0.269
S 2.574 3.605 -5.404 -0.254
S 1.629 6.846 -4.527 -0.308
S 1.711 6.134 -8.342 -0.308
C 7.053 2.127 -2.820 -0.047
C 6.463 3.033 -3.930 -0.586
C 7.433 4.129 -4.310 -0.066
C 5.901 2.326 -5.122 -0.069
C 5.356 3.752 -3.258 -0.202
N 4.525 4.357 -2.701 0.110
H 7.820 1.477 -3.282 0.087
H 6.338 1.542 -2.155 0.105
H 7.481 2.805 -2.059 0.084
H 8.408 3.867 -4.465 0.051
H 7.499 4.919 -3.561 0.095
H 7.151 4.803 -5.106 0.027
H 6.769 1.866 -5.610 0.094
H 5.408 2.996 -5.787 0.025
H 5.228 1.518 -4.841 0.087

75
Properties=species:S:1:pos:R:3:lowdin_charge:R:1 method="wB97M-V/def2-TZVPD" homo_lumo_gap_ev=6.6450 largest_force_ev_per_a=0.3 total_charge=0 lumo_energy_ev=-0.7 e_above_lowest_kcal_mol=1.7
Pt 0.934 -0.117 -1.892 0.498
Te -1.367 -1.197 -2.585 0.936
C -1.093 -1.096 -4.674 -0.652
C 0.165 -1.258 -5.250 -0.154
C 0.274 -1.283 -6.631 -0.161
N -0.760 -1.168 -7.461 0.055
C -1.958 -1.014 -6.903 -0.165
C -2.177 -0.967 -5.533 -0.146
C 1.909 1.689 -2.966 -0.468
P 2.785 1.219 -1.583 0.785
C 4.454 0.638 -1.888 -0.340
C 5.558 1.309 -1.371 -0.075
C 6.836 0.841 -1.637 -0.075
C 7.010 -0.298 -2.410 -0.075
C 5.908 -0.975 -2.917 -0.069
C 4.630 -0.512 -2.654 -0.084
C 2.801 2.246 -0.108 -0.372
C 2.621 1.642 1.133 -0.078
C 2.619 2.421 2.279 -0.067
C 2.791 3.795 2.186 -0.074
C 2.964 4.399 0.947 -0.076
C 2.968 3.627 -0.203 -0.093
P 0.257 1.962 -2.730 0.776
C -0.306 3.187 -1.530 -0.277
C -0.718 2.949 -0.204 -0.255
C -0.945 4.078 0.604 -0.017
C -0.830 5.360 0.113 -0.069
C -0.451 5.587 -1.207 -0.086
C -0.180 4.500 -2.008 -0.102
C -0.672 2.235 -4.232 -0.375
C -2.007 2.623 -4.153 -0.084
C -2.728 2.836 -5.317 -0.069
C -2.119 2.652 -6.551 -0.073
C -0.791 2.252 -6.627 -0.073
C -0.062 2.043 -5.468 -0.087
H 1.047 -1.379 -4.635 0.075
H 1.248 -1.408 -7.094 0.104
H -2.796 -0.918 -7.586 0.104
H -3.180 -0.825 -5.152 0.093
H 5.422 2.190 -0.756 0.102
H 7.695 1.362 -1.236 0.106
H 8.007 -0.666 -2.610 0.106
H 6.044 -1.872 -3.506 0.108
H 3.765 -1.049 -3.024 0.094
H 2.461 0.571 1.196 0.103
H 2.473 1.955 3.245 0.108
H 2.785 4.401 3.083 0.105
H 3.085 5.472 0.875 0.107
H 3.086 4.096 -1.173 0.114
H -0.478 0.969 -0.302 0.014
H -1.166 3.925 1.647 0.099
H -1.014 6.197 0.775 0.108
H -0.359 6.591 -1.597 0.103
H 0.128 4.660 -3.036 0.113
H -2.474 2.769 -3.186 0.108
H -3.765 3.140 -5.260 0.107
H -2.684 2.815 -7.460 0.108
H -0.327 2.093 -7.591 0.111
H 0.975 1.734 -5.505 0.099
N 1.520 -2.486 0.102 -0.024
C 1.284 -1.626 -0.632 -0.589
C -3.272 1.371 -0.021 -0.042
C -2.097 1.155 0.934 -0.590
C -2.410 1.776 2.295 -0.051
C -1.841 -0.336 1.141 -0.051
N -0.835 1.674 0.336 0.069
H -4.188 0.954 0.403 0.089
H -3.085 0.886 -0.981 0.026
H -3.437 2.438 -0.191 0.082
H -3.184 1.183 2.783 0.086
H -2.794 2.791 2.209 0.068
H -1.524 1.778 2.933 0.089
H -2.723 -0.815 1.566 0.092
H -0.995 -0.493 1.812 0.094
H -1.613 -0.832 0.195 -0.007

no.,calculated total energy (Ha)
1,-3177.09221
2,-2884.13930
3,-3220.78588
4,-2718.42207
5,-4439.66171
6,-2587.82530